C17H17IrN6S as an isolated structure, computed with ωB97M-V/def2-TZVPD.

The geometry in XYZ format:
```
42
Properties=species:S:1:pos:R:3:forces:R:3
Ir 0.3946 -0.3016 -0.6195 0.1 0.3 1.0
C -3.1087 -2.7020 -0.3436 -0.1 -0.1 -0.4
C -1.9798 -1.8259 -0.7598 -0.8 -0.1 0.1
N -0.8724 -1.7573 -0.1150 1.0 -0.5 -0.6
N -0.5394 -2.7739 0.7245 -0.2 0.2 1.0
C 0.7285 -2.8122 1.0357 -0.1 0.1 -0.2
N 1.1537 -3.7224 1.9085 0.1 -0.1 0.0
S 1.9434 -1.7784 0.2876 -0.4 0.7 -0.1
C -1.9935 -1.0353 -1.9971 -0.3 0.4 -0.1
C -3.0548 -1.0084 -2.8726 -0.3 -0.1 0.0
C -2.9012 -0.4092 -4.1176 -0.1 0.0 0.0
C -1.6898 0.1729 -4.4536 -0.1 0.0 0.0
C -0.6891 0.1844 -3.5069 0.0 0.0 0.2
N -0.8382 -0.3925 -2.3028 0.5 -0.2 -0.6
H -2.8100 -3.3472 0.4719 0.0 0.0 0.1
H -3.4579 -3.3195 -1.1728 0.0 0.0 0.0
H -3.9510 -2.0824 -0.0232 0.0 0.0 0.0
H 0.5047 -4.3996 2.2778 0.0 0.0 -0.1
H 2.1339 -3.8452 2.0984 0.0 0.0 0.0
H -3.9886 -1.4718 -2.5853 0.0 0.0 -0.1
H -3.7196 -0.4065 -4.8257 0.0 0.0 0.0
H -1.5192 0.6049 -5.4290 0.0 0.0 0.0
H 0.2670 0.6454 -3.7135 0.0 0.0 0.1
N 1.7307 1.3211 -1.0775 0.0 -0.1 0.0
C 2.0125 2.0661 0.1504 0.1 0.0 -0.1
C 2.8907 3.1074 0.2018 0.1 0.1 0.0
C 3.1336 3.7707 1.4228 0.0 0.0 0.0
C 2.4871 3.3761 2.5598 0.0 0.0 0.0
C 1.5708 2.2985 2.5224 0.0 0.0 0.1
C 0.8743 1.8303 3.6597 0.0 0.0 0.0
C 0.0133 0.7748 3.5468 0.0 0.1 0.0
C -0.1509 0.1588 2.2995 -0.1 0.0 0.1
N 0.4811 0.5783 1.2213 0.6 -0.5 -0.4
C 1.3425 1.6417 1.3012 0.0 0.0 0.3
H 1.3766 1.9678 -1.7806 -0.1 0.0 0.0
H 2.6154 0.9768 -1.4502 -0.1 -0.1 0.0
H 3.4078 3.4341 -0.6934 0.0 0.0 0.0
H 3.8451 4.5841 1.4511 0.0 0.0 0.0
H 2.6671 3.8760 3.5028 0.0 0.0 0.0
H 1.0383 2.3124 4.6155 0.0 0.0 0.0
H -0.5357 0.3978 4.3970 0.0 0.0 0.0
H -0.8130 -0.6892 2.1832 0.1 0.0 0.0
```
Positions in Å, forces in eV/Å.

Calculated values
Orbital gap (alpha / beta) in eV: 6.54 / 6.54
Charge: +2



C17H17KN4O4 as an isolated structure, computed with ωB97M-V/def2-TZVPD.

The geometry in XYZ format:
```
43
Properties=species:S:1:pos:R:3:forces:R:3
K -1.5660 0.5943 -0.3375 -0.4 0.0 0.4
C -0.3694 4.8479 -1.8519 -0.1 0.1 -0.1
C -0.3534 3.3159 -1.9067 0.1 -0.2 0.0
O -1.4467 2.7341 -1.6842 -0.1 0.3 -0.1
C 0.8710 2.7308 -2.2265 0.2 -0.1 0.0
C 1.1982 1.3257 -2.3498 -0.2 0.1 0.0
C 2.5968 1.0051 -2.8357 0.1 -0.1 0.0
N 0.3632 0.3839 -2.0493 0.6 -0.2 -0.3
N 0.8776 -0.9222 -2.2164 -0.4 0.5 0.1
C -0.0510 -1.8150 -1.9486 0.5 -0.6 -0.1
O -1.2581 -1.6843 -1.6228 -0.2 0.0 0.1
C 0.4754 -3.2500 -2.0493 0.0 0.3 -0.1
C -0.3762 -4.3006 -1.7324 0.0 0.0 0.0
C 0.0602 -5.6185 -1.8149 -0.1 0.1 0.0
C 1.3554 -5.9005 -2.2186 0.1 -0.1 0.0
C 2.2167 -4.8533 -2.5380 0.0 0.0 0.0
C 1.7808 -3.5416 -2.4521 -0.1 0.0 0.0
H -1.2076 5.1656 -1.2333 0.0 0.0 0.1
H -0.5147 5.2565 -2.8571 0.0 0.0 0.0
H 0.5567 5.2681 -1.4566 0.0 0.0 0.0
H 1.7033 3.4145 -2.3699 0.0 0.0 0.0
H 3.1440 1.9241 -3.0512 0.0 0.0 0.0
H 2.5684 0.3766 -3.7279 -0.1 0.0 0.0
H 3.1395 0.4169 -2.0924 0.0 0.0 0.1
H -1.3797 -4.0406 -1.4200 0.0 0.0 0.0
H -0.6230 -6.4215 -1.5573 0.0 0.0 0.0
H 1.6977 -6.9285 -2.2836 0.0 0.0 0.0
H 3.2348 -5.0561 -2.8540 0.0 -0.1 0.0
H 2.4266 -2.7074 -2.6900 0.0 0.0 0.0
C -0.4704 2.8759 5.0942 0.0 0.0 0.0
N -1.2543 1.8005 4.5344 0.1 0.1 0.3
C -1.6673 0.7492 5.3049 0.0 0.1 -0.1
C -2.3336 -0.2673 4.7531 0.0 0.0 0.0
C -2.5968 -0.2510 3.3006 -0.2 -0.3 -0.2
O -3.2550 -1.1782 2.8088 0.0 0.0 0.0
N -2.1089 0.7700 2.5445 0.1 0.3 0.7
C -1.4738 1.8123 3.1373 -0.2 -0.4 -0.7
O -1.0526 2.7919 2.5224 0.1 0.2 0.1
H -0.4161 2.7360 6.1756 0.0 0.0 0.0
H -0.9203 3.8449 4.8758 0.0 0.0 0.0
H 0.5396 2.8870 4.6782 0.0 0.0 0.0
H -1.4260 0.8135 6.3610 0.0 0.0 0.0
H -2.6852 -1.1043 5.3370 0.0 0.0 0.0
```
Positions in Å, forces in eV/Å.

Calculated values
Orbital gap in eV: 4.89
Charge: -2



C17H17N10O2S4Ta as an isolated structure, computed with ωB97M-V/def2-TZVPD.

The geometry in XYZ format:
```
51
Properties=species:S:1:pos:R:3:forces:R:3
Ta 0.3330 0.2768 0.6747 -0.2 0.1 -0.2
N 0.8594 -1.9118 1.5330 -0.4 0.4 0.3
N 2.0190 -2.0551 2.3228 -0.1 0.1 -0.2
C 2.7230 -0.9766 2.6723 0.3 -0.1 -0.1
N 3.7752 -1.1132 3.4484 -0.1 0.0 0.0
S 2.3188 0.6031 2.0839 -0.2 0.1 0.1
H 0.0447 -2.0092 2.1521 0.0 -0.2 -0.1
H 0.7643 -2.6800 0.8671 0.3 0.0 0.0
H 2.1957 -2.9638 2.7375 0.0 0.0 -0.1
H 4.0656 -2.0023 3.8356 0.0 0.0 0.0
H 4.3372 -0.3061 3.6839 0.0 0.0 0.0
N -1.4199 -2.7790 0.0363 0.2 0.1 0.0
C -2.2564 -1.7189 0.2798 -0.4 0.0 -0.3
N -3.5342 -1.9567 0.1332 0.1 0.2 0.1
C -4.3898 -0.9436 0.3690 0.0 -0.2 0.0
N -5.6623 -1.1171 0.1145 0.0 0.0 0.0
N -3.9906 0.2511 0.8815 0.0 0.1 0.0
C -2.7230 0.3901 1.0516 0.1 -0.1 0.2
N -1.7357 -0.5125 0.7240 -0.2 -0.3 -0.2
C -2.2367 1.5545 1.8044 0.0 0.1 0.1
C -3.0876 2.4868 2.3548 0.2 0.0 0.0
C -2.5525 3.4245 3.2349 -0.2 0.0 -0.1
C -1.2026 3.3768 3.5302 0.2 -0.1 -0.1
C -0.4038 2.4421 2.8928 -0.2 0.1 0.0
N -0.9068 1.5376 2.0308 0.3 0.1 0.3
H -1.9749 -3.5971 -0.1963 0.0 0.0 0.0
H -0.7344 -2.6144 -0.6930 0.0 0.0 0.1
H -5.9901 -1.9998 -0.2509 0.0 0.0 0.0
H -6.3233 -0.3758 0.2937 0.0 0.0 0.0
H -4.1409 2.4465 2.1215 0.0 0.0 0.0
H -3.1897 4.1656 3.6987 0.0 0.0 0.0
H -0.7567 4.0667 4.2321 0.0 0.0 0.0
H 0.6611 2.4128 3.0689 0.0 0.0 0.0
S 0.1537 3.7319 0.0927 -0.1 -0.2 -0.1
C 0.8678 2.3033 -0.1175 0.2 0.2 0.1
O 1.1898 -2.5420 -1.6667 0.0 -0.3 0.2
S 0.9556 -1.1771 -1.9998 -0.2 0.7 0.6
O -0.3996 -0.6662 -1.7360 -0.1 -0.3 -0.1
N 1.7157 -0.0633 -0.9808 0.3 -0.2 -0.6
C 2.2750 0.8719 -1.7523 0.1 -0.3 -0.2
S 2.3203 2.4647 -1.2250 -0.1 0.0 0.2
C 2.4967 0.4679 -3.1527 0.1 0.1 0.3
C 3.2399 1.0777 -4.1501 0.0 0.0 0.0
C 3.2167 0.5051 -5.4203 0.1 0.1 0.1
C 2.4594 -0.6259 -5.6918 -0.1 -0.2 0.0
C 1.6921 -1.2416 -4.7028 0.1 0.2 0.1
C 1.7411 -0.6621 -3.4503 -0.1 -0.3 -0.4
H 3.8345 1.9588 -3.9506 0.0 0.0 0.0
H 3.8010 0.9526 -6.2122 0.0 0.0 0.0
H 2.4584 -1.0406 -6.6905 0.0 0.0 0.0
H 1.0968 -2.1173 -4.9169 0.0 0.0 0.0
```
Positions in Å, forces in eV/Å.

Calculated values
2S+1: 2
Orbital gap (alpha / beta) in eV: 6.50 / 6.46
Expectation value of S²: 0.767
Charge: +3



C17H17N2O2PtS2 as an isolated structure, computed with ωB97M-V/def2-TZVPD.

The geometry in XYZ format:
```
41
Properties=species:S:1:pos:R:3:forces:R:3
Pt -1.8802 0.6191 0.2225 2.0 1.0 1.0
C 1.6946 3.1507 -0.0207 0.2 -0.2 0.1
C 0.5138 2.4539 0.5657 -0.4 0.0 0.1
N -0.0312 1.4690 -0.1226 -0.5 -0.3 -0.1
N 0.5902 1.1334 -1.2961 0.0 0.0 -0.1
C -0.0987 0.4831 -2.1540 -0.1 0.0 0.1
S -1.7958 0.1747 -1.9887 -0.1 -0.8 -0.4
S 0.6332 -0.1268 -3.6354 0.0 0.2 0.0
C 1.7407 -1.4055 -2.8988 0.0 0.1 0.0
C 1.0462 -2.7109 -2.6770 -0.1 0.0 0.0
C 1.0338 -3.6871 -3.6678 0.0 0.0 0.1
C 0.3295 -4.8654 -3.4790 0.0 0.0 0.0
C -0.3818 -5.0706 -2.3049 0.0 0.0 0.0
C -0.3761 -4.0986 -1.3142 0.0 0.0 0.0
C 0.3355 -2.9253 -1.5012 0.1 -0.1 0.0
C -0.0517 2.8676 1.8174 0.3 0.2 0.1
C 0.7630 3.4191 2.8310 0.0 0.0 0.0
C 0.2256 3.7895 4.0365 0.0 0.0 0.0
C -1.1515 3.6430 4.2624 0.1 0.0 0.0
C -1.9681 3.1110 3.2960 0.0 0.0 -0.2
C -1.4273 2.7327 2.0584 0.0 0.3 0.1
O -2.2590 2.3263 1.1111 -1.0 -0.6 -0.1
H 1.3476 3.6933 -0.9031 0.0 0.0 0.0
H 2.4408 2.4376 -0.3640 0.0 0.0 0.0
H 2.1283 3.8591 0.6744 0.0 0.0 0.0
H 2.1321 -0.9790 -1.9775 0.1 0.0 0.0
H 2.5484 -1.4824 -3.6251 0.0 0.0 0.0
H 1.5752 -3.5244 -4.5915 0.0 0.0 0.0
H 0.3267 -5.6202 -4.2533 0.0 0.0 0.0
H -0.9447 -5.9836 -2.1661 0.0 0.0 0.0
H -0.9339 -4.2496 -0.4000 0.0 0.0 0.0
H 0.3354 -2.1719 -0.7239 0.0 0.1 0.0
H 1.8294 3.4942 2.6774 0.0 0.1 0.0
H 0.8628 4.1847 4.8143 0.0 0.0 0.0
H -1.5734 3.9458 5.2111 0.0 0.0 0.0
H -3.0318 2.9896 3.4436 0.0 0.0 0.0
C -1.2733 -1.4135 1.8593 0.1 0.0 0.0
O -1.7368 -1.2681 0.5257 -0.7 0.2 -0.5
H -1.7636 -2.2982 2.2693 0.0 0.0 0.0
H -1.5660 -0.5615 2.4984 0.0 0.0 0.0
H -0.1879 -1.5348 1.8904 0.0 0.0 0.0
```
Positions in Å, forces in eV/Å.

Calculated values
Orbital gap (alpha / beta) in eV: 5.46 / 5.46
Charge: +1



One molecule with the formula C17H17N3O, computed with ωB97M-V/def2-TZVPD.

The geometry in XYZ format:
```
38
Properties=species:S:1:pos:R:3:forces:R:3
C -1.1352 3.7454 5.3485 -0.1 0.0 0.1
C -1.5603 4.3371 4.1712 -0.1 0.1 0.0
C -0.9257 4.0419 2.9778 0.1 0.0 0.0
C 0.1416 3.1531 2.9438 0.1 0.1 0.0
C 0.8140 2.8159 1.6448 0.0 0.0 0.0
C 0.1941 1.6357 0.9308 0.1 0.0 -0.1
C -0.9142 0.9588 1.4233 0.1 0.0 -0.1
C -1.4489 -0.1121 0.7366 0.0 -0.2 -0.2
C -0.8895 -0.5375 -0.4659 -0.1 0.1 0.2
O -1.5195 -1.6017 -1.0616 0.0 0.1 0.3
C -0.9917 -2.1390 -2.2432 0.2 -0.2 -0.3
C 0.2420 -3.0249 -1.9746 -0.4 0.5 0.5
N 0.8464 -3.4276 -3.2092 0.1 -0.6 -0.5
C 0.8073 -4.6103 -3.8490 0.1 0.2 0.0
N 1.4523 -4.5306 -4.9875 0.0 -0.6 -0.3
C 1.8769 -3.2527 -5.0152 -0.2 -0.1 0.2
N 1.5287 -2.5541 -3.9612 0.2 0.8 0.2
C 0.2205 0.1318 -0.9674 -0.1 -0.2 -0.2
C 0.7450 1.2050 -0.2681 -0.1 0.0 0.2
C 0.5590 2.5631 4.1302 0.0 0.0 -0.1
C -0.0736 2.8570 5.3250 0.0 0.0 0.1
H -1.6291 3.9762 6.2809 0.0 0.0 0.1
H -2.3883 5.0309 4.1830 -0.1 0.1 0.0
H -1.2623 4.5035 2.0601 0.0 0.1 -0.1
H 1.8696 2.5925 1.8260 0.0 0.1 0.0
H 0.7725 3.6811 0.9761 0.1 0.0 0.1
H -1.3669 1.2692 2.3528 0.0 0.0 0.1
H -2.3114 -0.6379 1.1144 -0.1 -0.1 0.0
H -0.7247 -1.3556 -2.9632 0.0 -0.1 0.1
H -1.7963 -2.7453 -2.6706 0.1 0.1 0.0
H -0.0489 -3.9135 -1.4108 0.1 0.1 -0.1
H 0.9729 -2.4550 -1.3934 -0.1 -0.2 -0.1
H 0.3219 -5.4827 -3.4629 -0.2 -0.2 0.2
H 2.4484 -2.8421 -5.8212 0.1 0.2 -0.2
H 0.6882 -0.1577 -1.8957 0.0 -0.1 -0.1
H 1.6077 1.7169 -0.6709 0.1 0.1 0.0
H 1.3857 1.8667 4.1155 0.1 -0.1 0.0
H 0.2627 2.3921 6.2405 0.0 0.0 0.1
```
Positions in Å, forces in eV/Å.

Calculated values
SMILES string: c1ccc(Cc2ccc(OCCn3cncn3)cc2)cc1
Orbital gap in eV: 9.24



Repeat the fourth record exactly.
C17H17N2O2PtS2 as an isolated structure, computed with ωB97M-V/def2-TZVPD.

The geometry in XYZ format:
```
41
Properties=species:S:1:pos:R:3:forces:R:3
Pt -1.8802 0.6191 0.2225 2.0 1.0 1.0
C 1.6946 3.1507 -0.0207 0.2 -0.2 0.1
C 0.5138 2.4539 0.5657 -0.4 0.0 0.1
N -0.0312 1.4690 -0.1226 -0.5 -0.3 -0.1
N 0.5902 1.1334 -1.2961 0.0 0.0 -0.1
C -0.0987 0.4831 -2.1540 -0.1 0.0 0.1
S -1.7958 0.1747 -1.9887 -0.1 -0.8 -0.4
S 0.6332 -0.1268 -3.6354 0.0 0.2 0.0
C 1.7407 -1.4055 -2.8988 0.0 0.1 0.0
C 1.0462 -2.7109 -2.6770 -0.1 0.0 0.0
C 1.0338 -3.6871 -3.6678 0.0 0.0 0.1
C 0.3295 -4.8654 -3.4790 0.0 0.0 0.0
C -0.3818 -5.0706 -2.3049 0.0 0.0 0.0
C -0.3761 -4.0986 -1.3142 0.0 0.0 0.0
C 0.3355 -2.9253 -1.5012 0.1 -0.1 0.0
C -0.0517 2.8676 1.8174 0.3 0.2 0.1
C 0.7630 3.4191 2.8310 0.0 0.0 0.0
C 0.2256 3.7895 4.0365 0.0 0.0 0.0
C -1.1515 3.6430 4.2624 0.1 0.0 0.0
C -1.9681 3.1110 3.2960 0.0 0.0 -0.2
C -1.4273 2.7327 2.0584 0.0 0.3 0.1
O -2.2590 2.3263 1.1111 -1.0 -0.6 -0.1
H 1.3476 3.6933 -0.9031 0.0 0.0 0.0
H 2.4408 2.4376 -0.3640 0.0 0.0 0.0
H 2.1283 3.8591 0.6744 0.0 0.0 0.0
H 2.1321 -0.9790 -1.9775 0.1 0.0 0.0
H 2.5484 -1.4824 -3.6251 0.0 0.0 0.0
H 1.5752 -3.5244 -4.5915 0.0 0.0 0.0
H 0.3267 -5.6202 -4.2533 0.0 0.0 0.0
H -0.9447 -5.9836 -2.1661 0.0 0.0 0.0
H -0.9339 -4.2496 -0.4000 0.0 0.0 0.0
H 0.3354 -2.1719 -0.7239 0.0 0.1 0.0
H 1.8294 3.4942 2.6774 0.0 0.1 0.0
H 0.8628 4.1847 4.8143 0.0 0.0 0.0
H -1.5734 3.9458 5.2111 0.0 0.0 0.0
H -3.0318 2.9896 3.4436 0.0 0.0 0.0
C -1.2733 -1.4135 1.8593 0.1 0.0 0.0
O -1.7368 -1.2681 0.5257 -0.7 0.2 -0.5
H -1.7636 -2.2982 2.2693 0.0 0.0 0.0
H -1.5660 -0.5615 2.4984 0.0 0.0 0.0
H -0.1879 -1.5348 1.8904 0.0 0.0 0.0
```
Positions in Å, forces in eV/Å.

Calculated values
Orbital gap (alpha / beta) in eV: 5.46 / 5.46
Charge: +1